Computed, not measured: C30H43F5P2Tm as an isolated structure, with ωB97M-V with the def2-TZVPD basis set.

Structure (XYZ):
```
81
Properties=species:S:1:pos:R:3:forces:R:3:mulliken_charge:R:1
Tm -0.081640 -0.054105 0.716869 0.285 -2.264 6.185 0.072
C -0.618447 -2.321358 2.291952 0.719 0.832 -0.430 0.614
C 0.743110 -2.495199 1.865791 -0.455 1.006 0.116 1.148
C 0.730865 -1.009097 3.622876 -0.106 -0.294 -1.115 1.126
C -0.617072 -1.353449 3.338749 0.594 -0.353 -0.565 0.493
C 1.560855 -1.643474 2.667908 -1.089 -0.056 -0.070 0.363
C -1.767212 -3.186975 1.920885 -0.520 -0.356 0.018 -1.579
H -1.693032 -3.589605 0.903489 0.030 -0.025 0.143 0.329
H -2.717925 -2.643251 1.980740 0.092 -0.127 0.044 0.248
H -1.838004 -4.047464 2.608254 -0.079 0.192 -0.255 0.379
C -1.783654 -0.977609 4.162698 -0.604 0.312 0.455 -1.792
H -2.722485 -1.109890 3.619266 0.024 0.010 0.061 0.363
H -1.735023 0.072217 4.468621 -0.045 -0.091 0.008 0.321
H -1.852792 -1.576166 5.081691 0.017 0.057 -0.149 0.305
C 1.238107 -0.361140 4.849524 0.307 0.659 0.454 -1.984
H 1.757914 -1.087376 5.492431 -0.153 0.052 -0.176 0.376
H 0.430639 0.073292 5.443257 0.127 0.053 -0.072 0.447
H 1.968986 0.428512 4.630327 -0.171 -0.054 0.106 0.289
C 3.038830 -1.613743 2.671594 0.613 0.026 0.048 -1.674
H 3.451065 -2.293469 3.431922 -0.013 0.117 -0.141 0.399
H 3.416402 -0.610135 2.897906 0.010 -0.096 0.022 0.334
H 3.458849 -1.910692 1.705072 -0.020 -0.029 0.079 0.272
C 1.280641 -3.587349 1.019756 0.366 -0.450 -0.459 -1.941
H 1.806144 -4.355158 1.617547 -0.198 0.271 -0.223 0.304
H 2.003438 -3.201184 0.283631 -0.056 -0.267 0.072 0.322
H 0.483589 -4.102315 0.472835 0.173 -0.086 0.098 0.693
C -1.500555 0.811763 -3.589847 -0.659 0.528 -0.093 0.490
C -1.623883 -0.520474 -3.571586 -1.319 -0.042 -1.179 -1.278
C -0.873502 -1.369758 -4.551372 0.450 -0.769 -0.300 -1.353
C 0.666991 -1.211844 -4.487559 -0.655 -0.421 -0.558 -1.352
C 1.248212 -0.586857 -3.259917 1.457 0.885 -0.232 -0.172
C 1.567374 0.728232 -3.210622 0.813 -1.174 -0.688 -0.793
C 0.871588 1.831409 -3.934069 -0.040 -0.080 -1.161 -0.644
C -0.542290 1.537797 -4.496000 0.008 0.583 -0.125 -1.473
H -1.150106 -1.138513 -5.595983 -0.326 0.018 0.512 0.511
H 0.991854 -0.669407 -5.388152 0.022 -0.014 0.481 0.447
H -1.127044 -2.428220 -4.407832 -0.080 0.295 -0.054 0.375
H -0.441071 1.053856 -5.478125 -0.199 -0.118 0.398 0.316
H -2.182716 1.458743 -3.010517 0.304 -0.561 -0.317 0.856
H -2.491351 -1.015639 -3.117377 0.258 0.532 -0.575 1.153
H -0.992401 2.521374 -4.698089 0.126 -0.271 -0.059 0.525
H 0.811618 2.730076 -3.309050 0.129 -0.233 -0.020 0.301
H 2.476339 1.056995 -2.700734 -0.745 -0.168 0.552 0.930
H 1.484197 2.120375 -4.800961 -0.025 0.157 0.164 0.558
H 1.109311 -2.209835 -4.599125 0.030 0.195 0.089 0.372
H 1.585532 -1.282997 -2.470678 0.515 0.421 -0.591 0.472
P -1.878156 -1.045772 -0.970235 1.150 0.671 2.866 1.037
P 2.510024 1.022203 0.232565 -1.724 -0.455 0.376 1.202
C -0.340053 0.975599 -1.158443 -1.108 0.273 -3.565 2.533
C 0.835237 1.761294 -0.699485 2.427 1.232 0.237 -2.314
H -1.172406 1.648402 -1.351536 0.151 -0.372 0.139 0.220
H -0.166713 0.268814 -1.986300 0.348 1.492 0.739 -2.151
H 1.281029 2.233408 -1.576537 -0.133 -0.049 0.190 0.580
H 0.476384 2.602734 -0.084703 0.422 -0.408 0.242 0.519
C 3.246493 2.550306 0.841975 0.076 0.417 0.126 -1.425
H 3.991847 2.296962 1.606120 -0.156 0.032 -0.165 0.447
H 2.469520 3.161335 1.314202 0.188 -0.089 -0.041 0.374
H 3.741127 3.120582 0.046699 -0.147 -0.065 0.122 0.400
C 3.799388 0.281722 -0.833279 0.048 0.190 -0.557 -1.467
H 4.295554 1.022511 -1.477335 -0.098 -0.227 0.123 0.497
H 3.375278 -0.515893 -1.455212 0.176 0.150 0.160 0.331
H 4.567481 -0.176962 -0.182909 -0.489 0.281 -0.074 0.464
C -3.660171 -0.700181 -1.035355 -0.525 -0.320 -1.012 -1.036
H -4.154031 -1.430310 -0.368341 0.213 0.220 -0.247 0.408
H -4.088629 -0.762576 -2.052450 -0.054 -0.034 0.549 0.540
H -3.835153 0.319819 -0.635478 0.413 -0.598 -0.132 0.206
C -0.950008 -2.489553 -1.596940 0.316 -0.692 -1.010 -0.093
H -0.296994 -2.939942 -0.802250 -0.863 0.655 -0.444 -0.523
H -0.270564 -2.201326 -2.451135 -1.009 -0.490 1.028 -0.224
H -1.671329 -3.249037 -1.939367 0.407 0.036 -0.073 0.498
F 0.296000 2.093988 3.425091 -0.938 0.038 -0.206 -0.323
C -0.872822 2.543064 2.844529 0.159 0.317 -0.111 0.019
C -1.277500 1.985562 1.628678 0.083 0.220 0.202 0.402
C -2.291465 2.718228 1.017217 -0.064 0.093 0.632 -0.022
F -2.814921 2.309214 -0.189421 0.045 0.104 0.201 -0.437
C -2.876681 3.872493 1.547667 -0.211 0.025 -0.302 -0.013
F -3.798093 4.560226 0.839154 0.349 -0.390 0.392 -0.297
C -2.520055 4.312678 2.819989 0.042 -0.031 0.105 0.867
F -3.134647 5.381735 3.367376 0.559 -0.844 -0.363 -0.285
C -1.505888 3.618252 3.488106 0.207 -0.061 0.368 -0.096
F -1.139339 3.989493 4.739353 -0.170 -0.128 -0.992 -0.307
```
Forces are in eV/Å.

expectation value of S² = 2.184
E_tot = -93488.3847 eV
net charge = +1
relative energy (zero: lowest compared OMol25 entry of this formula, charge and spin) = 139.2 kcal/mol
spin multiplicity = 3